Model a:
Here is 4 unconnected molecules or ions with the total composition CH7NO from the Open Molecules 2025 dataset. Energies are from ωB97M-V/def2-TZVPD.

Output
- 2S+1 = 1

```
10
CH7NO (ωB97M-V/def2-TZVPD)
N 0.851 2.519 0.830
H 1.708 2.141 1.015
H -1.753 -2.536 0.528
H -0.905 -2.386 0.315
H 0.303 1.700 0.366
C -0.017 -0.293 -0.667
O -0.253 0.318 0.533
H -0.302 -1.346 -0.496
H -0.695 0.098 -1.390
H 1.063 -0.214 -1.035
```



Model b:
Here is 2 unconnected molecules or ions with the total composition CH7NO from the Open Molecules 2025 dataset. Energies are from ωB97M-V/def2-TZVPD.

Output
- 2S+1 = 1

```
10
CH7NO (ωB97M-V/def2-TZVPD)
N 1.926 0.413 -0.169
O 3.140 -0.422 0.098
H 1.257 -0.370 -0.182
H 1.818 0.934 0.673
H 3.798 0.034 -0.418
C -2.411 -0.115 -0.016
H -3.191 -0.194 0.737
H -1.428 -0.353 0.353
H -2.308 0.927 -0.286
H -2.602 -0.853 -0.789
```



Model c:
Here is 2 unconnected molecules or ions with the total composition CH7NO from the Open Molecules 2025 dataset. Energies are from ωB97M-V/def2-TZVPD.

Output
- 2S+1 = 1

```
10
CH7NO (ωB97M-V/def2-TZVPD)
C -0.337 -0.648 0.956
N 0.936 -1.376 0.876
H -0.153 0.052 1.789
H -1.282 -1.185 1.151
H -0.448 -0.067 0.026
H 1.001 -2.078 0.131
H 1.647 -0.668 0.662
O -0.549 1.912 -2.245
H -1.107 1.771 -1.447
H 0.291 2.287 -1.898
```



Result of the stability comparison: model a is the least stable of them.



Model a:
Here is C2H6N2OS in the gas phase from the Open Molecules 2025 dataset. Energies are from ωB97M-V/def2-TZVPD.

Output
- 2S+1 = 1

```
12
C2H6N2OS (ωB97M-V/def2-TZVPD)
H -0.656 -1.774 0.672
N -1.096 -0.896 0.444
C -0.257 -0.025 0.024
C 1.252 -0.341 -0.180
O 1.579 -1.712 -0.048
N -0.629 1.300 -0.260
S -2.232 1.865 -0.270
H 1.837 0.208 0.543
H 1.457 0.070 -1.208
H 1.306 -2.217 -0.835
H 0.024 1.909 0.135
H -2.586 1.613 0.983
```



Model b:
Here is C2H6N2OS in the gas phase from the Open Molecules 2025 dataset. Energies are from ωB97M-V/def2-TZVPD.

Output
- 2S+1 = 1

```
12
C2H6N2OS (ωB97M-V/def2-TZVPD)
C 0.568 -0.775 -0.827
N 0.397 0.548 -0.194
S 1.453 1.818 -0.847
C -0.727 0.846 0.571
N -1.575 0.048 1.157
O -1.204 -1.332 1.009
H 1.220 -0.719 -1.639
H 0.888 -1.528 -0.130
H -0.424 -0.991 -1.219
H 2.299 1.936 0.206
H -0.875 1.908 0.675
H -2.020 -1.759 1.238
```



Result of the stability comparison: model b is the least stable of them.



Model a:
Here is C2H6N2OS in the gas phase from the Open Molecules 2025 dataset. Energies are from ωB97M-V/def2-TZVPD.

Output
- 2S+1 = 1

```
12
C2H6N2OS (ωB97M-V/def2-TZVPD)
C 0.332 -1.456 -0.582
C -0.089 -0.017 -0.347
N -1.103 0.443 -1.007
O -1.211 1.803 -0.779
N 0.570 0.768 0.582
S 1.446 0.131 1.879
H 0.299 -1.933 0.352
H -0.417 -1.847 -1.215
H 1.313 -1.481 -1.037
H -2.085 2.045 -1.071
H 0.520 1.748 0.501
H 0.425 -0.203 2.724
```



Model b:
Here is C2H6N2OS in the gas phase from the Open Molecules 2025 dataset. Energies are from ωB97M-V/def2-TZVPD.

Output
- 2S+1 = 1

```
12
C2H6N2OS (ωB97M-V/def2-TZVPD)
H -0.893 -1.931 0.822
N 0.104 -1.191 0.735
C -0.078 -0.439 -0.303
N -1.043 -0.944 -1.227
O -2.069 0.247 -1.479
S 0.510 1.199 -0.527
C 1.638 1.095 1.027
H -1.488 -1.623 -0.589
H -2.412 0.010 -2.550
H 0.787 0.937 1.739
H 2.826 0.597 1.031
H 2.118 2.044 1.321
```



Model c:
Here is C2H6N2OS in the gas phase from the Open Molecules 2025 dataset. Energies are from ωB97M-V/def2-TZVPD.

Output
- 2S+1 = 1

```
12
C2H6N2OS (ωB97M-V/def2-TZVPD)
C -0.997 -0.556 -0.811
N -0.236 0.515 -0.273
O -0.306 1.592 -1.094
C 0.808 0.370 0.591
N 0.924 -0.829 1.101
S 1.784 1.622 1.141
H -1.734 -0.899 -0.053
H -1.567 -0.234 -1.686
H -0.413 -1.414 -1.140
H -0.135 2.393 -0.576
H 1.614 -0.973 1.822
H 0.259 -1.588 0.980
```



Model d:
Here is C2H6N2OS in the gas phase from the Open Molecules 2025 dataset. Energies are from ωB97M-V/def2-TZVPD.

Output
- 2S+1 = 1

```
12
C2H6N2OS (ωB97M-V/def2-TZVPD)
C -0.409 1.114 0.070
C 0.887 0.045 -0.317
N 0.637 -1.228 -0.438
N -1.773 -1.001 0.520
O 2.011 0.242 0.532
S -1.919 0.296 -0.322
H -0.174 1.395 1.171
H -0.242 2.068 -0.519
H 1.293 0.716 -1.111
H -0.030 -1.612 -1.086
H -2.591 -1.596 0.375
H 2.309 -0.440 1.125
```



Result of the stability comparison: model b is the least stable of them.



Model a:
Here is 14 unconnected molecules or ions with the total composition C28H84O14 from the Open Molecules 2025 dataset. Energies are from ωB97M-V/def2-TZVPD.

Output
- 2S+1 = 1

```
126
C28H84O14 (ωB97M-V/def2-TZVPD)
C 1.743 0.812 -3.507
C 1.006 0.809 -4.856
O 0.190 1.935 -4.972
H 1.256 1.263 -2.643
H 2.638 1.424 -3.619
H 2.208 -0.126 -3.201
H 0.510 -0.102 -5.193
H 1.826 0.951 -5.560
H 0.743 2.621 -5.354
C -0.861 -2.768 -4.216
C -2.078 -2.035 -3.628
O -2.894 -1.736 -4.718
H -1.087 -3.761 -4.605
H -0.042 -2.788 -3.498
H -0.317 -2.219 -4.985
H -1.686 -1.090 -3.251
H -2.484 -2.662 -2.835
H -2.438 -1.039 -5.196
C -0.211 -5.616 -1.221
C -0.973 -4.373 -0.776
O -0.043 -3.331 -0.711
H 0.559 -5.766 -0.464
H 0.321 -5.591 -2.172
H -0.778 -6.546 -1.182
H -1.310 -4.541 0.247
H -1.933 -4.285 -1.284
H -0.438 -2.583 -0.256
C 0.937 4.814 3.499
C 1.685 4.152 2.327
O 2.127 5.180 1.486
H 0.025 5.371 3.284
H 1.656 5.415 4.057
H 0.488 4.051 4.134
H 1.098 3.389 1.814
H 2.496 3.592 2.792
H 2.737 5.781 1.920
C -4.717 -0.082 0.118
C -5.149 -1.304 0.900
O -5.749 -2.167 -0.102
H -3.994 -0.362 -0.648
H -4.240 0.669 0.748
H -5.557 0.382 -0.398
H -5.806 -1.057 1.734
H -4.276 -1.803 1.321
H -5.843 -3.016 0.337
C -2.841 0.995 5.072
C -2.801 0.997 3.550
O -2.395 -0.233 2.869
H -1.881 0.879 5.575
H -3.630 0.307 5.376
H -3.067 1.981 5.477
H -2.244 1.840 3.140
H -3.819 1.120 3.180
H -2.968 -0.903 3.248
C -3.042 1.841 -3.051
C -2.494 3.272 -3.284
O -3.223 4.232 -2.500
H -2.367 1.054 -3.386
H -3.833 1.588 -3.757
H -3.411 1.766 -2.028
H -2.628 3.594 -4.316
H -1.418 3.395 -3.164
H -3.650 3.728 -1.804
C 4.620 -0.197 1.353
C 3.579 -0.434 0.285
O 4.191 -0.983 -0.820
H 5.609 -0.043 0.922
H 4.850 -1.118 1.888
H 4.503 0.564 2.124
H 3.170 0.561 0.107
H 2.890 -1.114 0.784
H 3.476 -1.348 -1.346
C 3.435 -4.449 -1.559
C 2.833 -3.452 -2.500
O 2.111 -2.500 -1.857
H 4.252 -5.032 -1.984
H 2.648 -5.015 -1.061
H 3.728 -3.884 -0.674
H 2.210 -3.849 -3.301
H 3.532 -3.110 -3.263
H 1.194 -2.734 -1.696
C -2.223 3.270 0.430
C -3.735 3.456 0.760
O -4.629 3.256 -0.315
H -1.566 3.500 1.269
H -1.979 3.909 -0.418
H -2.076 2.244 0.092
H -3.753 4.477 1.141
H -4.055 2.820 1.586
H -5.501 3.480 0.017
C 1.754 4.634 -2.543
C 2.738 3.748 -1.738
O 3.903 3.680 -2.464
H 2.247 5.606 -2.558
H 0.809 4.866 -2.053
H 1.669 4.114 -3.497
H 2.155 2.868 -1.468
H 2.959 4.283 -0.814
H 4.456 2.927 -2.245
C 1.515 -3.909 2.689
C 3.014 -4.089 2.823
O 3.147 -5.499 3.143
H 0.968 -4.202 3.585
H 1.214 -4.654 1.953
H 1.215 -2.950 2.266
H 3.600 -3.633 3.621
H 3.440 -4.066 1.820
H 2.672 -5.680 3.958
C 0.236 0.227 0.793
C -0.855 -0.353 -0.185
O -1.382 -1.427 0.432
H -0.203 0.869 1.556
H 0.908 0.734 0.101
H 0.903 -0.546 1.176
H -0.361 -0.729 -1.081
H -1.540 0.398 -0.577
H -1.790 -0.972 1.172
C 2.186 0.649 4.029
C 1.555 -0.537 4.801
O 2.443 -0.843 5.844
H 3.220 0.540 3.700
H 2.155 1.434 4.784
H 1.569 0.879 3.160
H 1.518 -1.426 4.171
H 0.601 -0.365 5.299
H 2.410 -0.162 6.520
```



Model b:
Here is 14 unconnected molecules or ions with the total composition C28H84O14 from the Open Molecules 2025 dataset. Energies are from ωB97M-V/def2-TZVPD.

Output
- 2S+1 = 1

```
126
C28H84O14 (ωB97M-V/def2-TZVPD)
C -13.341 -6.699 17.900
C -14.292 -5.975 18.746
O -15.185 -4.997 18.109
H -12.868 -7.485 18.482
H -12.489 -6.070 17.567
H -13.899 -7.175 17.070
H -13.825 -5.503 19.617
H -14.997 -6.681 19.188
H -14.728 -4.157 17.883
C -17.165 -8.470 16.976
C -16.645 -9.736 16.296
O -16.488 -10.789 17.294
H -18.059 -8.671 17.542
H -17.377 -7.675 16.283
H -16.375 -8.126 17.740
H -15.621 -9.526 15.900
H -17.295 -10.158 15.501
H -16.814 -10.503 18.166
C -11.476 -12.538 11.222
C -10.422 -11.633 10.635
O -11.038 -10.714 9.734
H -12.078 -13.104 10.504
H -12.239 -11.887 11.714
H -11.014 -13.199 11.956
H -9.622 -12.288 10.254
H -10.023 -10.970 11.395
H -11.244 -11.272 8.967
C -13.577 -12.010 16.595
C -13.456 -12.345 15.145
O -14.621 -12.891 14.494
H -14.466 -11.435 16.805
H -12.722 -11.359 16.805
H -13.532 -12.831 17.297
H -12.574 -12.947 14.910
H -13.251 -11.393 14.656
H -14.873 -13.627 15.048
C -10.004 -7.584 19.502
C -9.804 -7.397 18.000
O -8.482 -7.757 17.646
H -9.663 -8.590 19.766
H -11.022 -7.590 19.900
H -9.395 -6.808 19.961
H -10.025 -6.376 17.655
H -10.523 -8.075 17.445
H -8.507 -8.361 16.914
C -17.135 -8.343 12.962
C -17.350 -6.833 12.913
O -16.064 -6.213 12.982
H -16.654 -8.669 12.019
H -18.070 -8.890 12.997
H -16.614 -8.581 13.886
H -17.907 -6.441 13.767
H -17.763 -6.570 11.918
H -16.078 -5.721 13.832
C -9.037 -11.709 15.899
C -9.455 -10.663 14.861
O -8.987 -9.400 15.273
H -7.933 -11.562 16.003
H -9.196 -12.761 15.613
H -9.475 -11.425 16.851
H -10.543 -10.674 14.817
H -8.997 -10.892 13.895
H -8.858 -8.859 14.465
C -8.950 -5.540 15.183
C -9.400 -4.324 15.931
O -10.780 -4.151 16.024
H -7.885 -5.621 15.338
H -9.031 -5.411 14.123
H -9.406 -6.469 15.525
H -8.857 -3.484 15.476
H -9.070 -4.346 16.954
H -11.204 -4.284 15.185
C -12.568 -1.877 12.013
C -11.479 -2.490 12.914
O -11.719 -3.853 13.106
H -12.567 -2.367 10.995
H -12.343 -0.830 11.866
H -13.552 -2.020 12.457
H -11.503 -1.976 13.879
H -10.489 -2.354 12.425
H -11.366 -4.317 12.375
C -14.825 -11.185 8.964
C -15.316 -10.278 10.018
O -14.414 -10.320 11.133
H -15.574 -11.226 8.179
H -14.769 -12.216 9.320
H -13.854 -10.837 8.525
H -16.376 -10.446 10.363
H -15.267 -9.226 9.798
H -14.661 -11.092 11.650
C -13.136 -7.320 10.079
C -11.682 -7.033 10.502
O -11.014 -8.203 10.983
H -13.650 -6.428 9.630
H -13.719 -7.744 10.894
H -13.128 -8.065 9.265
H -11.722 -6.354 11.346
H -11.025 -6.606 9.723
H -11.015 -8.856 10.269
C -14.508 -3.283 14.990
C -15.991 -3.430 15.299
O -16.313 -4.775 15.299
H -14.164 -2.237 14.916
H -14.436 -3.727 13.970
H -13.914 -3.910 15.664
H -16.556 -3.013 14.510
H -16.250 -3.034 16.275
H -15.948 -5.147 16.120
C -6.369 -9.302 12.852
C -7.502 -8.764 11.937
O -8.495 -8.109 12.706
H -6.818 -9.958 13.602
H -5.849 -8.446 13.301
H -5.577 -9.757 12.269
H -7.976 -9.608 11.398
H -7.134 -8.118 11.131
H -9.330 -8.207 12.183
C -11.866 -7.330 14.065
C -13.069 -8.357 14.122
O -14.219 -7.653 14.674
H -12.190 -6.447 13.461
H -10.972 -7.711 13.608
H -11.666 -7.012 15.109
H -12.813 -9.133 14.853
H -13.229 -8.805 13.157
H -14.768 -7.289 13.942
```



Model c:
Here is 14 unconnected molecules or ions with the total composition C28H84O14 from the Open Molecules 2025 dataset. Energies are from ωB97M-V/def2-TZVPD.

Output
- 2S+1 = 1

```
126
C28H84O14 (ωB97M-V/def2-TZVPD)
C 11.211 -16.690 -11.589
C 12.243 -17.889 -11.966
O 13.362 -17.220 -12.361
H 11.635 -16.146 -10.745
H 10.314 -17.167 -11.193
H 10.982 -16.006 -12.406
H 12.066 -18.474 -12.869
H 12.387 -18.608 -11.160
H 13.028 -16.609 -13.022
C 13.136 -12.704 -10.632
C 14.007 -13.402 -9.648
O 14.270 -12.594 -8.546
H 13.566 -11.830 -11.122
H 12.200 -12.475 -10.122
H 12.755 -13.440 -11.339
H 14.871 -13.914 -10.071
H 13.445 -14.259 -9.275
H 14.657 -11.731 -8.707
C 6.238 -13.278 -4.847
C 6.374 -14.512 -5.704
O 6.018 -14.399 -7.082
H 6.509 -12.447 -5.498
H 6.913 -13.306 -3.992
H 5.302 -12.832 -4.510
H 5.776 -15.325 -5.291
H 7.393 -14.898 -5.700
H 6.732 -14.683 -7.657
C 10.449 -14.087 -2.116
C 9.352 -13.205 -1.478
O 9.883 -12.759 -0.291
H 11.290 -13.608 -2.617
H 9.915 -14.728 -2.818
H 10.833 -14.796 -1.383
H 8.459 -13.803 -1.294
H 9.201 -12.320 -2.096
H 9.853 -13.503 0.315
C 6.339 -7.788 -2.896
C 4.822 -7.785 -3.159
O 4.130 -7.585 -1.937
H 6.616 -8.528 -2.146
H 6.534 -6.810 -2.455
H 6.943 -8.033 -3.770
H 4.511 -8.730 -3.605
H 4.531 -6.987 -3.841
H 3.200 -7.685 -2.152
C 4.090 -2.581 -6.743
C 4.386 -3.968 -7.307
O 5.744 -4.215 -6.885
H 4.803 -1.852 -7.127
H 4.161 -2.509 -5.657
H 3.049 -2.425 -7.024
H 4.298 -3.975 -8.394
H 3.649 -4.699 -6.974
H 5.900 -5.124 -7.151
C 12.434 -9.902 -4.059
C 13.400 -10.523 -3.049
O 13.021 -10.321 -1.700
H 12.620 -8.828 -4.044
H 11.417 -10.077 -3.710
H 12.578 -10.388 -5.024
H 14.410 -10.223 -3.330
H 13.290 -11.605 -3.119
H 12.306 -10.925 -1.485
C 11.651 -5.373 -8.272
C 10.200 -5.528 -8.915
O 9.536 -6.440 -8.140
H 12.189 -6.288 -8.022
H 11.479 -4.781 -7.373
H 12.039 -4.774 -9.096
H 10.260 -5.902 -9.937
H 9.696 -4.561 -8.894
H 9.585 -6.153 -7.225
C 10.022 -11.270 -7.598
C 9.922 -9.941 -8.365
O 9.478 -8.973 -7.393
H 9.085 -11.632 -7.175
H 10.773 -11.107 -6.825
H 10.355 -11.979 -8.356
H 9.224 -10.187 -9.165
H 10.863 -9.526 -8.726
H 9.493 -8.069 -7.717
C 5.036 -10.542 -8.230
C 4.331 -11.807 -8.466
O 4.083 -12.485 -7.216
H 4.315 -9.947 -7.670
H 5.200 -10.076 -9.202
H 6.021 -10.655 -7.776
H 4.851 -12.481 -9.146
H 3.331 -11.694 -8.887
H 4.842 -13.039 -7.022
C 10.188 -7.352 -4.464
C 10.086 -5.883 -4.659
O 9.160 -5.431 -5.655
H 10.679 -7.567 -3.514
H 10.726 -7.826 -5.284
H 9.188 -7.784 -4.421
H 11.053 -5.558 -5.043
H 9.986 -5.351 -3.713
H 8.344 -5.431 -5.150
C 13.408 -8.210 -10.333
C 14.198 -8.606 -9.093
O 15.022 -9.768 -9.415
H 14.159 -7.652 -10.893
H 12.670 -7.422 -10.184
H 13.075 -9.099 -10.869
H 13.463 -8.764 -8.304
H 14.792 -7.812 -8.640
H 15.603 -9.607 -10.162
C 11.154 -14.384 -5.844
C 12.662 -14.076 -5.894
O 12.835 -12.748 -6.180
H 10.994 -15.369 -5.406
H 10.795 -14.461 -6.871
H 10.667 -13.621 -5.237
H 13.044 -14.721 -6.685
H 13.335 -14.320 -5.072
H 13.531 -12.701 -6.839
C 9.038 -14.191 -10.551
C 9.173 -14.769 -9.120
O 7.944 -15.396 -8.905
H 8.343 -13.358 -10.455
H 8.725 -14.932 -11.287
H 9.927 -13.622 -10.822
H 9.252 -14.035 -8.318
H 9.998 -15.481 -9.091
H 7.719 -15.828 -9.733
```



Result of the stability comparison: model a is the least stable of them.